A 2-piece molecular cluster, C5H16N2O overall at a distorted geometry. Source: the OMol25 dataset; level of theory: ωB97M-V with the def2-TZVPD basis set.

Geometry as ORCA input:
```
! wB97M-V def2-TZVPD RIJCOSX def2/J DEFGRID3
* xyz 0 1
H 5.39434 0.36804 -0.34778
C -1.57000 0.61903 -1.18592
C -0.00649 -2.07393 0.89857
H -1.14551 -1.13468 -2.53150
O 5.32534 0.12400 0.58290
H 0.26830 -3.01147 1.38780
H -0.03145 -0.87576 -1.18927
H -1.74960 1.94849 -2.72931
H 5.78571 0.83090 1.04094
H -2.18545 -0.99951 1.16503
H -2.62157 0.35342 -1.34742
N -0.23647 -0.95549 1.85394
H -0.02506 0.14529 -2.67511
H 0.57379 -0.34931 1.89134
H 0.86405 -1.95782 0.22074
N -1.47464 1.98285 -1.75040
C -0.64191 -0.35907 -1.93494
C -1.36259 0.89364 0.33287
C -1.45485 -0.21030 1.40600
H -0.88571 -2.36081 0.32959
H -1.86564 0.27094 2.31180
H -0.46929 1.49298 0.51149
H -2.22363 1.53919 0.56441
H -0.55691 2.39508 -1.66076
*
```

E_HOMO   -0.3165 Ha
Relative energy (zero: lowest compared OMol25 entry of this formula, charge and spin)   33.9 kcal per mole
LUMO   0.76 eV
Calculated total energy   -10471.052 eV

***

A 2-piece molecular cluster, C5H16N2O overall at a distorted geometry. Source: the OMol25 dataset; level of theory: ωB97M-V with the def2-TZVPD basis set.

Geometry as ORCA input:
```
! wB97M-V def2-TZVPD RIJCOSX def2/J DEFGRID3
* xyz 0 1
H 0.49514 -2.38133 -0.45377
H -1.63731 2.73494 -0.52993
C -0.93001 2.89309 0.32322
H 0.50366 -1.96633 1.22166
H 1.17377 1.31031 0.83796
C 0.82705 -1.58650 0.25392
H -0.94865 -0.68054 -0.22563
H -1.10751 3.84064 0.85541
C 2.30246 -1.61811 -0.08395
H 2.45585 -1.18788 -1.06070
N 2.79201 -3.00788 -0.14540
H 0.31922 0.14152 1.76187
H 3.63651 -3.06898 -0.70574
H 0.08213 3.24087 0.01818
C 0.06574 -0.27376 -0.21189
H 3.06468 -3.39620 0.74943
H 2.76707 -0.84970 0.63714
N -0.89040 1.72739 1.24925
O -4.33054 0.82954 -1.84250
H -5.07059 0.56625 -2.38713
C 0.21169 0.80104 0.87976
H 0.39314 0.06252 -1.19348
H -4.45683 0.68372 -0.90185
H -1.71832 1.18538 0.95418
*
```

E_HOMO   -0.3278 Ha
Relative energy (zero: lowest compared OMol25 entry of this formula, charge and spin)   44.8 kcal per mole
LUMO   0.74 eV
Calculated total energy   -10470.580 eV

***

A 2-piece molecular cluster, C5H16N2O overall at a distorted geometry. Source: the OMol25 dataset; level of theory: ωB97M-V with the def2-TZVPD basis set.

Geometry as ORCA input:
```
! wB97M-V def2-TZVPD RIJCOSX def2/J DEFGRID3
* xyz 0 1
H 1.53833 -2.92168 2.05935
H -0.21092 -2.14950 0.49794
H -1.79169 0.94966 -0.07592
N 0.02780 1.82649 0.60650
C -0.06747 -0.32122 -0.66869
C 1.85823 -1.32056 0.66484
H 1.62874 -0.33183 1.21020
H -4.70449 2.29634 -4.31645
N 2.21684 -2.25857 1.71209
H 1.45522 0.77539 1.92792
H 2.77737 -0.96832 0.13766
C 0.81726 1.70323 1.82380
C 0.53365 -1.65106 -0.09557
O -5.27758 1.51112 -4.42426
C -0.77003 0.63454 0.36236
H 1.59381 2.60566 1.98565
H 0.69595 2.10757 -0.14332
H -1.03217 -0.68292 -1.11348
H -5.18187 1.24573 -5.35743
H 0.25696 1.79651 2.78228
H -0.95635 0.10841 1.29730
H 0.91789 -2.29141 -1.02127
H 3.15495 -2.64971 1.62014
H 0.51957 -0.01387 -1.47164
*
```

E_HOMO   -0.3026 Ha
Relative energy (zero: lowest compared OMol25 entry of this formula, charge and spin)   64.9 kcal per mole
LUMO   0.88 eV
Calculated total energy   -10469.706 eV

***

One molecule with the formula C5H16N3 at a distorted geometry. Source: the OMol25 dataset; level of theory: ωB97M-V with the def2-TZVPD basis set.

Geometry as ORCA input:
```
! wB97M-V def2-TZVPD RIJCOSX def2/J DEFGRID3
* xyz 0 2
C -0.82845 -0.65974 -1.39339
N 3.14871 -0.48850 1.17957
H -1.23852 -2.24130 -2.75944
C 2.03693 0.30753 0.69275
H 3.49771 -0.14956 2.07602
C -0.18791 1.15868 1.40798
H -2.54873 -1.19340 -2.44667
H -1.97965 -0.28104 0.35407
H -2.38803 0.75829 -1.12190
H 2.80197 -1.42864 1.38528
N -1.72188 -1.67881 -2.02126
N 0.81535 0.07496 1.45095
C -0.67264 1.41484 -0.00720
H 1.86927 -0.06719 -0.31742
H -0.29018 -0.17788 -2.20105
H -1.19114 2.37963 -0.00941
C -1.62170 0.30007 -0.49164
H 0.17945 1.49408 -0.68213
H -2.07945 -2.36073 -1.30705
H -1.02343 0.81181 2.01151
H 0.21370 2.05066 1.88308
H 1.00968 -0.20522 2.40500
H -0.13042 -1.18229 -0.75267
H 2.32936 1.36374 0.66503
*
```

E_HOMO (alpha / beta)   -0.1323 / -0.3377 Ha
Relative energy (zero: lowest compared OMol25 entry of this formula, charge and spin)   30.4 kcal per mole
LUMO (alpha / beta)   0.87 / 0.81 eV
Calculated total energy   -9911.466 eV

***

C5H16N3 as an isolated structure at a distorted geometry. Source: the OMol25 dataset; level of theory: ωB97M-V with the def2-TZVPD basis set.

Geometry as ORCA input:
```
! wB97M-V def2-TZVPD RIJCOSX def2/J DEFGRID3
* xyz 1 1
H 4.71431 -0.45331 0.84142
C -1.20572 0.38429 -1.15535
H -0.60982 1.13597 -1.74566
H -1.23875 -0.57758 -1.80976
N 3.99005 -0.35263 0.06524
C -0.69206 -0.11110 0.13598
N 1.87879 0.64406 -0.62042
H -3.95808 -1.61112 1.03925
N -3.35085 -0.84603 1.04246
C 0.82403 -0.50365 0.33904
H 0.98123 -1.53493 0.40490
H -3.21464 -0.07005 -0.17073
H 3.77679 1.67129 -0.25899
H 3.58950 -1.13111 -0.43031
H 2.88842 0.99797 1.13231
C 3.09065 0.83825 0.10588
H -2.92589 1.64769 -0.29680
H -0.77557 0.64470 0.92413
H -3.23420 -0.65744 1.98256
H 1.04707 -0.16846 1.36917
H -1.30780 -0.99030 0.46894
H 1.67199 -0.56343 -0.58406
H -3.24122 0.87531 -1.86873
C -2.69824 0.73161 -0.91048
*
```

E_HOMO   -0.4292 Ha
Relative energy (zero: lowest compared OMol25 entry of this formula, charge and spin)   312.6 kcal per mole
LUMO   -9.14 eV
Calculated total energy   -9896.159 eV

***

An isolated ion of composition C5H16N3 and charge +1 at a distorted geometry. Source: the OMol25 dataset; level of theory: ωB97M-V with the def2-TZVPD basis set.

Geometry as ORCA input:
```
! wB97M-V def2-TZVPD RIJCOSX def2/J DEFGRID3
* xyz 1 1
H -0.52083 -0.27723 -1.51607
H -0.73718 2.06253 2.83951
H -1.99108 3.24927 2.92377
H -2.65427 1.36562 1.47335
H -0.45911 2.47845 -0.21363
H 0.46566 -3.94288 -1.06065
H -0.61851 3.49346 1.78267
H 2.53852 -2.62673 -1.50935
N 0.12298 -0.38596 -0.74898
N 0.42202 -2.95460 -1.31490
H 1.64774 -0.37682 -2.22074
C -1.07489 1.65194 0.13289
H 0.22541 -2.99287 -2.31573
H 2.21167 -0.26670 -0.51129
H -0.22635 -0.14982 1.30413
C 1.48288 -0.69343 -1.19273
C 1.66531 -2.21602 -0.99972
H -0.26242 -2.48120 -0.69949
H -1.65295 1.24994 -0.71017
C -1.30418 2.77766 2.22620
H 0.86338 0.91887 0.74951
N -1.98570 2.04324 1.15442
H 1.92812 -2.40058 0.01412
C -0.08622 0.47386 0.41288
*
```

E_HOMO   -0.4125 Ha
Relative energy (zero: lowest compared OMol25 entry of this formula, charge and spin)   58.4 kcal per mole
LUMO   -3.53 eV
Calculated total energy   -9907.185 eV